Entry from the OMol25 dataset: one molecule with the formula C4H8N2O3 (ωB97M-V/def2-TZVPD).

SMILES ... NC(=O)C[C@H](N)C(=O)O
Lowest unoccupied orbital energy ... 0.56 eV
HOMO-LUMO gap ... 0.3644 hartree
Maximum force ... 0.090 hartree/bohr

Element x y z (Å)
N: -2.4368 0.8519 -0.0132
C: -1.8917 -0.3400 -0.1006
O: -2.6308 -1.3321 -0.1512
C: -0.3519 -0.6344 -0.1606
C: 0.4878 0.3631 0.6286
N: 0.0645 1.6493 0.1931
C: 1.9348 -0.0298 0.1281
O: 2.4940 0.5957 -0.7145
O: 2.2867 -1.3603 0.3271
H: -1.8030 1.5815 0.2322
H: -3.4660 0.8455 -0.1576
H: -0.3511 -1.7400 0.1565
H: -0.1633 -0.4623 -1.1855
H: 0.3500 0.2007 1.7279
H: 0.6570 2.3249 0.4556
H: 0.1887 1.7284 -0.7920
H: 2.9199 -1.3675 -0.3601

Results of the natural (NBO) charge analysis, in e, for atoms 1 through 5:
1 N -0.836
2 C 0.660
3 O -0.658
4 C -0.494
5 C -0.149